# 1
Below is a structure of composition C7H16Cl2N2O2PSTi, with properties calculated with ωB97M-V/def2-TZVPD.

Each line ends with the natural charge from an NBO analysis.
Positions of all 32 atoms, in Å:
C: -0.408 -3.738 -3.895  -0.753
C: -0.528 -2.659 -2.906  0.660
H: -1.393 -3.917 -4.329  0.295
H: -0.004 -4.648 -3.450  0.287
H: 0.288 -3.440 -4.684  0.297
O: -1.427 -1.877 -2.697  -0.458
Cl: 1.049 -2.483 -1.888  0.007
Ti: 0.961 -0.617 -0.370  0.728
P: 0.335 1.297 -1.596  0.930
C: -1.110 2.256 -1.106  -0.945
C: 1.664 2.545 -1.593  -0.933
H: 0.732 -0.069 -3.554  0.249
H: 0.475 1.665 -3.922  0.278
H: -0.915 0.577 -3.532  0.275
C: 0.131 0.817 -3.321  -0.945
H: 2.636 2.055 -1.509  0.274
H: 1.604 3.135 -2.515  0.267
H: -1.287 3.081 -1.810  0.278
H: -0.959 2.667 -0.097  0.265
H: 1.540 3.209 -0.734  0.265
H: -1.992 1.604 -1.080  0.253
C: -1.136 -1.159 -0.194  0.513
O: -2.241 -1.452 0.021  -0.364
Cl: 3.201 -0.453 -0.330  -0.298
N: -0.220 -0.995 3.399  -0.734
C: -0.017 0.269 3.016  0.394
N: -0.318 1.255 3.868  -0.721
S: 0.754 0.759 1.525  -0.103
H: -0.584 -1.197 4.326  0.435
H: 0.037 -1.776 2.806  0.428
H: -0.177 2.212 3.558  0.442
H: -0.691 1.079 4.792  0.434

Kohn-Sham gap (spin up / spin down) = 7.499 / 8.363 eV
Net charge = +2
Total energy = -82865.2595 eV
M = 342.03 u
Spin multiplicity = 2

# 2
Below is a structure of composition C74H56BN10Ti, with properties calculated with ωB97M-V/def2-TZVPD.

Each line ends with the Mulliken charge.
Positions of all 142 atoms, in Å:
Ti: 0.040 0.056 0.060  -1.273
C: -4.306 -0.694 -6.432  -0.750
C: -3.011 -1.177 -6.305  -0.626
C: -2.303 -0.969 -5.131  -0.596
C: -2.875 -0.270 -4.073  0.659
C: -4.181 0.198 -4.201  -0.418
C: -4.890 -0.011 -5.374  -1.079
C: -2.127 -0.093 -2.797  0.995
C: -1.838 -1.215 -2.048  1.227
C: -2.410 -2.502 -2.330  -2.193
C: -2.533 -3.144 -1.156  -1.608
C: -1.996 -2.288 -0.141  0.174
C: -2.247 -2.432 1.206  1.198
C: -3.085 -3.569 1.671  0.278
C: -4.365 -3.774 1.160  -0.588
C: -5.138 -4.836 1.604  -0.909
C: -4.644 -5.706 2.567  -0.691
C: -3.375 -5.502 3.090  -0.896
C: -2.603 -4.438 2.648  0.097
C: -1.839 -1.468 2.121  0.241
N: -0.999 -0.403 1.866  1.127
C: -0.904 0.266 3.084  0.598
C: -0.061 1.318 3.378  1.645
C: -0.015 1.868 4.763  0.238
C: 1.161 1.848 5.508  0.336
C: 1.192 2.382 6.789  -1.134
C: 0.052 2.953 7.335  -0.684
C: -1.119 2.992 6.591  -0.975
C: -1.153 2.453 5.314  -0.240
C: 0.640 1.995 2.383  -0.290
C: 1.437 3.158 2.579  -1.757
C: 1.516 3.791 1.380  -1.536
C: 0.742 3.026 0.455  0.018
N: 0.324 1.852 1.050  1.301
C: 0.073 3.572 -0.632  1.702
C: -0.890 2.849 -1.313  -0.017
C: -1.729 3.410 -2.325  -1.987
C: -2.342 2.379 -2.941  -1.773
C: -1.883 1.185 -2.302  0.375
N: -1.041 1.471 -1.260  0.934
C: 0.293 5.012 -0.943  0.131
C: -0.729 5.938 -0.741  -0.406
C: -0.522 7.282 -1.012  -1.077
C: 0.710 7.718 -1.480  -0.636
C: 1.738 6.804 -1.662  -1.057
C: 1.532 5.459 -1.391  0.350
C: -1.733 -0.368 4.063  -1.887
C: -2.309 -1.432 3.473  -2.117
N: -1.451 -1.153 -0.708  0.363
H: -4.858 -0.852 -7.348  0.438
H: -2.549 -1.715 -7.123  0.458
H: -1.292 -1.349 -5.032  0.775
H: -4.650 0.710 -3.370  0.601
H: -5.907 0.350 -5.456  0.462
H: -2.749 -2.831 -3.297  0.713
H: -2.944 -4.121 -0.977  0.956
H: -4.766 -3.083 0.428  0.532
H: -6.132 -4.983 1.200  0.445
H: -5.250 -6.532 2.914  0.415
H: -2.984 -6.174 3.844  0.475
H: -1.610 -4.281 3.051  0.582
H: 2.052 1.404 5.081  0.278
H: 2.111 2.348 7.360  0.453
H: 0.078 3.370 8.333  0.426
H: -2.010 3.448 7.003  0.445
H: -2.066 2.495 4.732  0.549
H: 1.824 3.491 3.528  0.727
H: 1.981 4.737 1.162  0.816
H: -1.798 4.456 -2.567  0.609
H: -3.012 2.418 -3.782  0.655
H: -1.683 5.603 -0.352  0.582
H: -1.323 7.992 -0.849  0.450
H: 0.870 8.767 -1.693  0.421
H: 2.704 7.138 -2.017  0.460
H: 2.332 4.744 -1.536  0.317
H: -1.844 -0.039 5.082  0.565
H: -3.003 -2.131 3.906  0.625
C: 5.015 -1.719 -1.757  -1.416
C: 3.568 -1.956 -1.483  0.355
C: 2.803 -3.047 -1.830  -1.047
C: 1.531 -2.798 -1.317  -1.560
N: 1.489 -1.578 -0.751  1.235
N: 2.773 -1.102 -0.823  0.144
B: 3.277 0.207 -0.175  -0.769
N: 2.805 1.335 -1.099  0.483
N: 1.597 1.179 -1.693  0.683
C: 1.558 2.017 -2.709  -0.206
C: 2.757 2.742 -2.788  -1.060
C: 3.542 2.266 -1.750  0.643
C: 4.954 2.624 -1.427  -1.722
C: 0.498 2.077 -3.738  0.783
C: 0.049 0.920 -4.368  -0.338
C: -0.788 1.002 -5.470  -0.645
C: -1.201 2.239 -5.945  -0.619
C: -0.760 3.399 -5.319  -1.106
C: 0.092 3.317 -4.230  -0.723
N: 2.750 0.270 1.297  0.847
N: 1.745 -0.587 1.666  0.458
C: 1.910 -0.840 2.957  -0.891
C: 3.005 -0.124 3.454  -0.802
C: 3.509 0.575 2.373  0.140
C: 4.680 1.492 2.318  -1.488
C: 1.211 -1.924 3.668  0.970
C: 1.155 -3.181 3.071  -0.365
C: 0.636 -4.265 3.762  -0.774
C: 0.173 -4.101 5.061  -0.151
C: 0.252 -2.855 5.670  -1.259
C: 0.776 -1.773 4.981  -0.190
C: 0.568 -3.920 -1.283  1.607
C: 0.239 -4.535 -0.079  0.724
C: -0.426 -5.753 -0.066  -0.331
C: -0.784 -6.363 -1.261  -0.837
C: -0.468 -5.751 -2.467  -0.901
C: 0.221 -4.547 -2.477  -0.392
H: 5.406 -2.551 -2.339  0.494
H: 5.589 -1.643 -0.834  0.241
H: 5.166 -0.799 -2.322  0.210
H: 3.127 -3.944 -2.328  0.649
H: 4.470 0.196 -0.143  -0.171
H: 3.031 3.448 -3.553  0.612
H: 5.250 3.478 -2.034  0.502
H: 5.632 1.799 -1.650  0.291
H: 5.088 2.886 -0.381  0.182
H: 0.398 -0.043 -4.009  0.679
H: -1.110 0.099 -5.977  0.778
H: -1.854 2.297 -6.805  0.415
H: -1.072 4.369 -5.685  0.465
H: 0.448 4.224 -3.753  0.583
H: 3.416 -0.181 4.449  0.836
H: 4.950 1.801 3.326  0.512
H: 4.441 2.382 1.739  0.087
H: 5.546 1.007 1.864  0.277
H: 1.583 -3.306 2.083  0.891
H: 0.614 -5.242 3.293  0.432
H: -0.229 -4.946 5.605  0.438
H: -0.089 -2.727 6.689  0.479
H: 0.852 -0.805 5.466  0.564
H: 0.515 -4.060 0.855  -0.721
H: -0.661 -6.228 0.879  0.376
H: -1.297 -7.316 -1.251  0.443
H: -0.740 -6.222 -3.403  0.444
H: 0.493 -4.085 -3.418  0.509

Kohn-Sham gap = 5.773 eV
Net charge = +1
Total energy = -116339.4947 eV
M = 1144.01 u
Spin multiplicity = 1

# 3
Below is the molecule C21H24N4O2S2, with properties calculated with ωB97M-V/def2-TZVPD.

Each line ends with the natural charge from an NBO analysis.
Positions of all 53 atoms, in Å:
C: -3.942 -3.880 1.096  -0.627
C: -2.740 -3.004 0.927  -0.010
C: -2.088 -2.905 -0.295  -0.217
C: -0.989 -2.080 -0.445  -0.223
C: -0.519 -1.315 0.620  -0.078
C: 0.680 -0.423 0.411  -0.118
C: 0.448 0.870 -0.421  0.707
O: 1.279 1.755 -0.396  -0.647
N: -0.633 0.839 -1.208  -0.640
C: -0.979 1.838 -2.223  0.127
C: 0.146 1.891 -3.259  -0.619
C: -1.172 3.211 -1.579  -0.631
C: -2.282 1.372 -2.870  -0.612
N: 1.388 -0.124 1.635  -0.423
C: 2.522 -0.988 1.936  -0.262
C: 3.588 -0.855 0.902  -0.221
C: 3.969 -1.768 -0.035  -0.260
C: 4.976 -1.283 -0.898  -0.266
C: 5.331 -0.005 -0.607  -0.406
S: 4.452 0.632 0.723  0.477
C: 1.157 0.921 2.460  0.669
O: 1.833 1.136 3.453  -0.619
C: 0.016 1.822 2.156  -0.016
C: 0.020 3.154 2.511  -0.380
S: -1.476 3.827 2.080  0.638
N: -2.006 2.364 1.496  -0.354
N: -1.150 1.451 1.595  -0.196
C: -1.155 -1.432 1.848  -0.110
C: -2.249 -2.263 1.995  -0.226
H: -3.899 -4.416 2.041  0.219
H: -4.848 -3.273 1.099  0.222
H: -4.018 -4.600 0.285  0.215
H: -2.437 -3.486 -1.136  0.210
H: -0.479 -2.039 -1.399  0.214
H: 1.396 -0.972 -0.221  0.248
H: -1.322 0.125 -1.024  0.422
H: -0.092 2.614 -4.035  0.207
H: 1.074 2.185 -2.778  0.238
H: 0.285 0.915 -3.720  0.205
H: -1.417 3.949 -2.338  0.208
H: -0.255 3.513 -1.080  0.235
H: -1.979 3.172 -0.851  0.217
H: -3.074 1.317 -2.126  0.214
H: -2.584 2.073 -3.644  0.220
H: -2.156 0.392 -3.325  0.208
H: 2.175 -2.027 1.985  0.212
H: 2.892 -0.680 2.918  0.266
H: 3.554 -2.760 -0.099  0.220
H: 5.409 -1.860 -1.695  0.223
H: 6.061 0.607 -1.098  0.234
H: 0.809 3.710 2.972  0.267
H: -0.791 -0.879 2.700  0.208
H: -2.731 -2.339 2.959  0.210

Kohn-Sham gap = 9.006 eV
Total energy = -53892.7070 eV
M = 428.58 u
SMILES = Cc1ccc([C@@H](C(=O)NC(C)(C)C)N(Cc2cccs2)C(=O)c2csnn2)cc1
Spin multiplicity = 1

# 4
Below is the molecule C2HClF2O2, with properties calculated with ωB97M-V/def2-TZVPD.

Each line ends with the natural charge from an NBO analysis.
Positions of all 8 atoms, in Å:
C: -0.590 0.002 0.460  0.301
C: 0.713 -0.329 -0.276  0.493
O: -1.476 1.210 -1.181  -0.412
O: -1.561 0.701 -0.006  -0.041
F: 1.011 -1.596 -0.348  -0.293
F: 1.634 0.307 0.446  -0.326
Cl: -0.525 -0.508 2.088  0.098
H: 0.794 0.214 -1.182  0.180

Kohn-Sham gap (spin up / spin down) = 8.736 / 8.763 eV
Total energy = -24137.1097 eV
M = 130.48 u
Spin multiplicity = 1

# 5
Below is a cluster of 2 separate species, C16H19NO4S in total, with properties calculated with ωB97M-V/def2-TZVPD.

Each line ends with the natural charge from an NBO analysis.
Positions of all 41 atoms, in Å:
C: 4.460 -2.426 -1.988  -0.264
O: 3.739 -1.162 -1.967  -0.495
C: 2.380 -1.163 -1.963  0.476
C: 1.758 0.112 -1.914  -0.304
C: 0.391 0.195 -1.856  -0.076
C: -0.395 -0.979 -1.857  -0.227
C: -1.803 -0.812 -1.767  0.499
O: -2.573 -1.848 -1.771  -0.423
C: -4.005 -1.734 -1.805  -0.275
C: 0.223 -2.256 -1.955  -0.072
C: 1.600 -2.351 -1.991  -0.341
H: 5.514 -2.138 -1.987  0.214
H: 4.232 -3.028 -1.093  0.193
H: 4.227 -3.001 -2.899  0.187
H: 2.382 0.996 -1.910  0.241
H: -0.136 1.142 -1.809  0.228
H: -2.227 0.200 -1.697  0.213
H: -4.364 -2.767 -1.820  0.213
H: -4.369 -1.210 -0.909  0.248
H: -4.333 -1.208 -2.715  0.194
H: -0.401 -3.148 -1.988  0.235
H: 2.094 -3.326 -2.037  0.233
C: 1.791 3.927 2.526  -0.627
C: 0.700 2.903 2.406  -0.032
C: 0.623 1.851 3.327  -0.210
C: -0.397 0.899 3.235  -0.210
C: -1.315 0.975 2.179  -0.213
S: -2.578 -0.293 1.930  2.276
N: -1.820 -1.255 0.957  -1.268
O: -2.816 -0.777 3.284  -0.988
O: -3.691 0.399 1.285  -1.025
C: -1.278 2.049 1.291  -0.239
C: -0.254 2.991 1.387  -0.225
H: 1.708 4.678 1.734  0.209
H: 1.758 4.449 3.491  0.219
H: 2.781 3.461 2.450  0.214
H: 1.372 1.786 4.116  0.205
H: -0.461 0.099 3.963  0.239
H: -2.289 -2.173 0.948  0.354
H: -2.035 2.135 0.521  0.224
H: -0.195 3.808 0.667  0.199

Kohn-Sham gap = 5.800 eV
Total energy = -37412.0907 eV
M = 321.40 u
Spin multiplicity = 1

Question: Number 1 is which compound?
Answer: C7H16Cl2N2O2PSTi

Question: Which of these has the highest total energy?
Answer: C2HClF2O2

Repeat the fifth record exactly.
Below is a cluster of 2 separate species, C16H19NO4S in total, with properties calculated with ωB97M-V/def2-TZVPD.

Each line ends with the natural charge from an NBO analysis.
Positions of all 41 atoms, in Å:
C: 4.460 -2.426 -1.988  -0.264
O: 3.739 -1.162 -1.967  -0.495
C: 2.380 -1.163 -1.963  0.476
C: 1.758 0.112 -1.914  -0.304
C: 0.391 0.195 -1.856  -0.076
C: -0.395 -0.979 -1.857  -0.227
C: -1.803 -0.812 -1.767  0.499
O: -2.573 -1.848 -1.771  -0.423
C: -4.005 -1.734 -1.805  -0.275
C: 0.223 -2.256 -1.955  -0.072
C: 1.600 -2.351 -1.991  -0.341
H: 5.514 -2.138 -1.987  0.214
H: 4.232 -3.028 -1.093  0.193
H: 4.227 -3.001 -2.899  0.187
H: 2.382 0.996 -1.910  0.241
H: -0.136 1.142 -1.809  0.228
H: -2.227 0.200 -1.697  0.213
H: -4.364 -2.767 -1.820  0.213
H: -4.369 -1.210 -0.909  0.248
H: -4.333 -1.208 -2.715  0.194
H: -0.401 -3.148 -1.988  0.235
H: 2.094 -3.326 -2.037  0.233
C: 1.791 3.927 2.526  -0.627
C: 0.700 2.903 2.406  -0.032
C: 0.623 1.851 3.327  -0.210
C: -0.397 0.899 3.235  -0.210
C: -1.315 0.975 2.179  -0.213
S: -2.578 -0.293 1.930  2.276
N: -1.820 -1.255 0.957  -1.268
O: -2.816 -0.777 3.284  -0.988
O: -3.691 0.399 1.285  -1.025
C: -1.278 2.049 1.291  -0.239
C: -0.254 2.991 1.387  -0.225
H: 1.708 4.678 1.734  0.209
H: 1.758 4.449 3.491  0.219
H: 2.781 3.461 2.450  0.214
H: 1.372 1.786 4.116  0.205
H: -0.461 0.099 3.963  0.239
H: -2.289 -2.173 0.948  0.354
H: -2.035 2.135 0.521  0.224
H: -0.195 3.808 0.667  0.199

Kohn-Sham gap = 5.800 eV
Total energy = -37412.0907 eV
M = 321.40 u
Spin multiplicity = 1